ORCA calculation (ωB97M-V/def2-TZVPD) on 19 unconnected molecules or ions with the total composition C9H54NO19 in a non-equilibrium geometry.

CARTESIAN COORDINATES (ANGSTROEM)
1 C -1.294585 0.748821 0.032534
2 C -0.339832 -0.453548 -0.139221
3 C 0.304508 -0.376899 -1.512052
4 C 1.600517 0.420309 -1.550536
5 C 2.544587 -0.066342 -0.472091
6 C 1.909672 0.042773 0.918711
7 N 0.649859 -0.662603 0.900557
8 O 0.091569 -0.642024 2.167806
9 C 1.773375 1.507474 1.299468
10 C 2.827666 -0.640106 1.901317
11 C -1.235965 -1.703914 -0.163261
12 H -0.763679 1.691899 0.194869
13 H -1.937293 0.621030 0.893747
14 H -1.858171 0.881834 -0.894661
15 H -0.312484 0.079959 -2.300822
16 H 0.401497 -1.384528 -1.949748
17 H 1.344565 1.475602 -1.453453
18 H 2.050171 0.253064 -2.537452
19 H 3.515345 0.439000 -0.548120
20 H 2.721437 -1.137082 -0.625625
21 H 1.328486 2.111071 0.514269
22 H 2.767582 1.921198 1.530905
23 H 1.242832 1.594933 2.242910
24 H 3.895027 -0.466561 1.794390
25 H 2.707241 -1.723421 1.738404
26 H 2.490907 -0.559365 2.928152
27 H -1.725823 -1.774895 -1.139850
28 H -1.966348 -1.695795 0.644290
29 H -0.627031 -2.608153 -0.079968
30 O 0.089877 2.212479 -3.942882
31 H -0.064722 2.471649 -3.013937
32 H 0.577233 2.954317 -4.317596
33 O 1.341707 -0.097046 5.075290
34 H 2.116361 -0.656872 5.190822
35 H 0.993011 -0.321417 4.182023
36 O -3.393650 -3.217006 2.631165
37 H -2.904824 -2.469509 2.261473
38 H -2.937514 -3.995739 2.283699
39 O -4.320491 1.263324 1.848799
40 H -3.918963 2.111087 1.562633
41 H -3.655742 0.892762 2.503040
42 O 1.821305 -3.575537 0.108498
43 H 1.446289 -2.694490 0.334215
44 H 2.693244 -3.382286 -0.291169
45 O 4.441025 -3.257326 -0.926927
46 H 4.839897 -4.039478 -0.521382
47 H 5.157609 -2.824195 -1.405992
48 O -1.510754 -3.293496 -3.791179
49 H -2.408696 -3.185649 -4.125615
50 H -1.172048 -2.391032 -3.718623
51 O -0.207614 -3.667582 2.361445
52 H 0.630784 -3.203553 2.248237
53 H -0.842380 -3.072742 1.953595
54 O 2.200917 4.112195 -1.493293
55 H 1.593515 3.443793 -1.150478
56 H 2.943902 3.596358 -1.830972
57 O -4.417585 1.467317 -2.086426
58 H -4.762868 0.566805 -2.008139
59 H -4.449402 1.811529 -1.183416
60 O -2.133711 0.328904 -4.421004
61 H -2.783113 0.826988 -3.904269
62 H -1.274910 0.719385 -4.174855
63 O -0.600667 3.618627 3.249344
64 H -1.352445 3.743918 2.638812
65 H -0.146340 2.842516 2.900017
66 O -0.833313 3.623386 -1.632278
67 H -0.370481 4.425024 -1.334449
68 H -1.638074 3.949354 -2.063784
69 O 6.183584 0.515482 0.771822
70 H 5.225145 0.431852 0.673635
71 H 6.425755 -0.195926 1.376457
72 O -2.544606 3.398996 1.212437
73 H -2.270045 3.323932 0.279025
74 H -3.182543 4.132244 1.232915
75 O -5.291420 -1.974076 0.438127
76 H -4.545963 -1.760689 1.010683
77 H -5.994324 -1.379654 0.724702
78 O 2.409733 -2.689853 -4.481120
79 H 3.057146 -2.035311 -4.768092
80 H 1.713766 -2.175500 -4.051414
81 O -2.426595 0.244655 3.689465
82 H -1.636161 -0.144526 3.182020
83 H -2.015469 0.777879 4.379428

Atomic forces in eV per Å
C 0.6 0.5 0.2
C -1.1 0.1 -0.3
C 0.4 0.0 -1.3
C 0.1 -0.9 -0.3
C -0.2 -0.3 0.0
C 0.4 1.2 -0.8
N 0.5 -1.1 -0.1
O -0.8 0.1 1.0
C 0.9 0.5 0.6
C -0.4 -2.0 0.4
C 0.2 -0.2 -0.3
H 0.2 -0.1 0.0
H -0.2 -0.1 0.0
H -0.3 -0.2 0.2
H -0.5 0.1 0.7
H 0.7 0.0 0.5
H 0.2 0.1 0.0
H 0.0 0.4 0.1
H -0.1 0.1 0.2
H 0.1 0.1 -0.2
H -0.2 0.1 0.1
H -0.1 0.0 -0.3
H -0.4 -0.1 -0.1
H 0.0 0.5 0.0
H 0.2 0.1 -0.2
H 0.3 0.6 0.0
H -0.4 0.1 0.2
H -0.1 0.1 -0.1
H 0.0 0.1 0.0
O 0.1 0.1 0.4
H 0.1 0.0 -0.4
H -0.1 -0.1 0.0
O -0.2 -0.1 -0.5
H -0.2 0.0 -0.1
H 0.0 0.0 0.3
O 0.0 0.0 -0.3
H 0.1 -0.1 0.4
H 0.0 0.2 0.1
O 0.6 0.2 0.3
H -0.1 -1.0 0.4
H -0.7 0.5 -0.6
O 0.4 0.5 -0.1
H 0.1 -0.3 -0.1
H -0.7 0.0 0.2
O 0.5 -0.2 0.0
H -0.1 0.2 -0.1
H -0.2 0.0 0.0
O 0.0 0.1 -0.1
H 0.1 0.1 0.1
H -0.2 -0.1 0.0
O -0.1 -0.5 0.1
H -0.2 0.1 0.0
H 0.3 0.3 0.2
O -0.1 -0.1 -0.1
H 0.2 0.0 0.0
H -0.1 0.1 0.1
O -0.1 0.0 0.0
H 0.1 0.1 0.1
H 0.0 -0.3 -0.1
O 0.2 0.1 0.3
H 0.1 -0.1 0.0
H -0.4 0.0 -0.3
O -0.3 0.2 -0.2
H 0.6 -0.3 0.3
H -0.1 0.0 0.1
O -0.3 0.6 0.3
H -0.1 -0.3 -0.2
H 0.2 -0.2 0.0
O 0.0 -0.1 0.0
H 0.2 0.0 0.0
H -0.1 0.1 -0.1
O -0.5 0.7 -0.7
H 0.2 -0.1 0.4
H 0.3 -0.2 0.0
O -0.2 0.2 -0.2
H -0.1 -0.1 0.0
H 0.2 0.0 0.1
O 0.0 0.2 0.0
H -0.1 -0.1 0.1
H 0.1 -0.2 0.0
O 1.3 -0.7 -0.9
H -0.8 0.6 0.5
H 0.0 0.0 -0.1

Calculated values
F_max = 2.1 eV/A
Spin multiplicity = 1
HOMO level = -3.6 eV
LUMO level = 1.42 eV
Energy above the lowest of the compared OMol25 structures with the same formula, charge and spin = 96.65 kJ/mol
HOMO-LUMO gap = 0.1837 hartree
Charge = -1

Here are the Löwdin charges for atoms 1 to 8, given in e: -0.02, -0.49, -0.14, -0.17, -0.12, -0.54, -0.20, -0.26